{"formula": "C72H56BrGeMnNOP2S", "method": "ωB97M-V/def2-TZVPD", "species": ["Mn", "O", "S", "C", "C", "C", "C", "C", "C", "C", "C", "C", "C", "P", "C", "C", "C", "C", "C", "C", "C", "C", "C", "C", "C", "C", "C", "C", "C", "C", "C", "C", "C", "C", "C", "C", "C", "C", "P", "C", "C", "C", "C", "C", "C", "C", "C", "C", "C", "C", "C", "C", "C", "H", "H", "H", "H", "H", "H", "H", "H", "H", "H", "H", "H", "H", "H", "H", "H", "H", "H", "H", "H", "H", "H", "H", "H", "H", "H", "H", "H", "H", "H", "H", "H", "H", "H", "H", "H", "C", "Ge", "C", "C", "C", "C", "C", "C", "C", "C", "C", "C", "C", "C", "C", "C", "C", "C", "C", "C", "H", "H", "H", "H", "H", "H", "H", "H", "H", "H", "H", "H", "H", "H", "H", "H", "Br", "C", "C", "C", "C", "C", "N", "H", "H", "H", "H"], "xyz": [[0.596, 0.156, -0.408], [1.527, 1.030, 2.490], [0.794, -0.040, 1.767], [1.636, -1.535, 2.379], [1.086, -2.342, 3.344], [1.823, -3.326, 4.049], [3.157, -3.437, 3.807], [4.240, -4.271, 4.451], [5.525, -3.946, 3.641], [5.104, -2.880, 2.656], [5.808, -2.188, 1.711], [5.092, -1.331, 0.849], [3.733, -1.117, 0.944], [2.870, -0.321, -0.448], [3.804, 1.221, -0.732], [4.905, 1.311, -1.582], [5.545, 2.527, -1.773], [5.096, 3.658, -1.105], [4.008, 3.572, -0.249], [3.356, 2.361, -0.068], [3.390, -1.382, -1.837], [3.812, -2.648, -1.775], [3.695, -3.551, -2.932], [3.194, -3.175, -4.109], [2.814, -1.754, -4.390], [2.784, -0.891, -3.107], [3.007, -1.726, 2.009], [3.726, -2.639, 2.793], [-0.752, -0.269, 2.652], [-0.824, 0.355, 3.867], [-1.941, 0.233, 4.726], [-2.969, -0.566, 4.327], [-4.279, -0.914, 4.993], [-4.965, -1.915, 4.025], [-4.020, -2.028, 2.853], [-4.093, -2.751, 1.697], [-3.041, -2.623, 0.768], [-1.931, -1.825, 0.955], [-0.744, -1.671, -0.447], [-0.187, -3.429, -0.602], [1.057, -3.728, -0.054], [1.548, -5.027, -0.048], [0.805, -6.049, -0.616], [-0.430, -5.765, -1.185], [-0.923, -4.469, -1.173], [-1.895, -1.500, -1.870], [-2.954, -0.597, -1.780], [-3.750, -0.325, -2.880], [-3.494, -0.941, -4.099], [-2.445, -1.840, -4.203], [-1.655, -2.120, -3.094], [-1.815, -1.100, 2.180], [-2.889, -1.224, 3.079], [0.051, -2.212, 3.624], [1.320, -3.925, 4.798], [3.999, -5.334, 4.432], [4.354, -3.991, 5.500], [5.891, -4.826, 3.109], [6.339, -3.604, 4.282], [6.875, -2.319, 1.579], [5.633, -0.852, 0.040], [5.260, 0.428, -2.102], [6.394, 2.591, -2.442], [5.595, 4.608, -1.255], [3.657, 4.452, 0.274], [2.506, 2.291, 0.604], [4.162, -3.071, -0.840], [3.992, -4.583, -2.786], [3.100, -3.897, -4.914], [3.431, -1.356, -5.200], [3.053, 0.145, -3.321], [0.023, 0.959, 4.164], [-1.957, 0.768, 5.667], [-4.884, -0.017, 5.137], [-4.117, -1.349, 5.980], [-5.946, -1.561, 3.703], [-5.119, -2.888, 4.494], [-4.935, -3.393, 1.471], [-3.135, -3.163, -0.164], [1.647, -2.929, 0.372], [2.515, -5.234, 0.395], [1.186, -7.063, -0.623], [-1.013, -6.556, -1.639], [-1.884, -4.271, -1.630], [-3.150, -0.085, -0.846], [-4.562, 0.384, -2.786], [-4.111, -0.717, -4.960], [-2.238, -2.334, -5.146], [-0.854, -2.842, -3.191], [-0.896, 1.345, 0.011], [-1.827, 3.043, -0.122], [-3.504, 2.926, -1.163], [-3.561, 3.221, -2.526], [-4.752, 3.137, -3.236], [-5.918, 2.738, -2.597], [-5.877, 2.411, -1.248], [-4.682, 2.504, -0.545], [-2.365, 3.576, 1.701], [-3.502, 4.345, 1.951], [-3.786, 4.812, 3.227], [-2.922, 4.533, 4.278], [-1.773, 3.791, 4.041], [-1.502, 3.318, 2.763], [-0.891, 4.707, -0.627], [-1.479, 5.722, -1.380], [-0.816, 6.924, -1.609], [0.443, 7.136, -1.072], [1.035, 6.143, -0.302], [0.375, 4.943, -0.085], [-1.517, 0.963, 0.838], [-2.663, 3.521, -3.054], [-4.768, 3.381, -4.292], [-6.850, 2.677, -3.146], [-6.778, 2.088, -0.740], [-4.674, 2.255, 0.512], [-4.180, 4.589, 1.140], [-4.678, 5.403, 3.401], [-3.138, 4.902, 5.274], [-1.083, 3.586, 4.852], [-0.593, 2.756, 2.583], [-2.473, 5.586, -1.788], [-1.292, 7.698, -2.199], [0.959, 8.073, -1.243], [2.012, 6.312, 0.135], [0.849, 4.173, 0.519], [0.065, 2.834, -3.008], [0.475, 1.074, -3.492], [0.631, 0.867, -4.945], [0.989, -0.309, -5.450], [1.285, -1.462, -4.562], [1.257, -1.031, -3.075], [0.635, 0.201, -2.584], [0.405, 1.715, -5.576], [1.049, -0.442, -6.525], [0.677, -2.330, -4.829], [0.980, -1.860, -2.430]], "atomic_forces_ev_per_a": [[-0.5, 0.0, 0.5], [0.0, 0.0, 0.0], [-0.1, 0.0, -0.2], [0.1, 0.0, 0.1], [0.0, 0.0, 0.0], [0.0, 0.0, 0.0], [0.0, 0.0, 0.0], [0.0, 0.0, 0.0], [0.0, 0.0, 0.0], [0.0, 0.0, 0.0], [0.0, 0.0, 0.0], [0.0, 0.0, 0.0], [0.0, 0.0, 0.1], [0.2, 0.0, 0.0], [0.0, 0.0, 0.0], [0.0, 0.0, 0.0], [0.0, 0.0, 0.0], [0.0, 0.0, 0.0], [0.0, 0.0, 0.0], [0.0, 0.0, 0.0], [0.0, 0.0, 0.0], [0.0, 0.0, 0.0], [0.0, 0.0, 0.0], [0.0, 0.0, 0.0], [0.0, 0.0, 0.0], [0.0, 0.0, 0.0], [0.0, 0.1, 0.0], [0.0, 0.0, 0.0], [0.0, -0.1, 0.0], [0.0, 0.0, 0.0], [0.0, 0.0, 0.0], [0.0, 0.0, 0.0], [0.0, 0.0, 0.0], [0.0, 0.0, 0.0], [0.0, 0.0, 0.0], [0.0, 0.0, 0.0], [0.0, 0.0, 0.0], [0.0, 0.0, -0.1], [0.0, 0.1, -0.1], [0.1, 0.0, 0.0], [0.0, 0.0, -0.1], [0.0, 0.0, 0.0], [0.0, 0.0, 0.0], [0.0, 0.0, 0.0], [0.0, 0.0, 0.1], [0.0, -0.1, 0.0], [0.0, 0.0, 0.0], [0.0, 0.0, 0.0], [0.0, 0.0, 0.0], [0.0, 0.0, 0.0], [0.0, 0.0, 0.0], [0.1, 0.0, 0.0], [0.0, 0.0, 0.0], [0.0, 0.0, 0.0], [0.0, 0.0, 0.0], [0.0, 0.0, 0.0], [0.0, 0.0, 0.0], [0.0, 0.0, 0.0], [0.0, 0.0, 0.0], [0.0, 0.0, 0.0], [0.0, 0.0, 0.0], [0.0, 0.0, 0.0], [0.0, 0.0, 0.0], [0.0, 0.0, 0.0], [0.0, 0.0, 0.0], [0.0, 0.0, 0.0], [0.0, 0.0, 0.0], [0.0, 0.0, 0.0], [0.0, 0.0, 0.0], [0.0, 0.0, 0.0], [0.0, 0.0, 0.0], [0.0, 0.0, 0.0], [0.0, 0.0, 0.0], [0.0, 0.0, 0.0], [0.0, 0.0, 0.0], [0.0, 0.0, 0.0], [0.0, 0.0, 0.0], [0.0, 0.0, 0.0], [0.0, 0.0, 0.0], [0.0, -0.1, -0.1], [0.0, 0.0, 0.0], [0.0, 0.0, 0.0], [0.0, 0.0, 0.0], [0.0, 0.0, 0.0], [0.0, 0.0, 0.0], [0.0, 0.0, 0.0], [0.0, 0.0, 0.0], [0.0, 0.0, 0.0], [0.0, 0.0, 0.0], [0.3, -0.2, 0.0], [0.0, 0.0, 0.0], [0.0, 0.0, -0.1], [0.0, 0.0, 0.0], [0.0, 0.0, 0.0], [0.0, 0.0, 0.0], [0.0, 0.0, 0.0], [0.0, 0.0, 0.0], [-0.1, 0.0, 0.0], [0.0, 0.0, 0.0], [0.0, 0.0, 0.0], [0.0, 0.0, 0.0], [0.0, 0.0, 0.0], [0.0, 0.0, 0.0], [0.1, -0.1, -0.1], [0.0, 0.0, 0.0], [0.0, 0.0, 0.0], [0.0, 0.0, 0.0], [0.0, 0.0, 0.0], [0.0, 0.0, -0.1], [0.0, 0.1, 0.0], [-0.1, 0.0, 0.0], [0.0, 0.0, 0.0], [0.0, 0.0, 0.0], [0.0, 0.0, 0.0], [0.0, 0.0, 0.0], [0.0, 0.0, 0.0], [0.0, 0.0, 0.0], [0.0, 0.0, 0.0], [0.0, 0.0, 0.0], [0.0, 0.0, 0.0], [0.0, 0.0, 0.0], [0.0, 0.0, 0.0], [0.0, 0.0, 0.0], [0.0, 0.0, 0.0], [0.0, 0.0, 0.0], [0.0, 0.2, 0.1], [-0.1, -0.1, 0.0], [0.0, 0.1, 0.1], [0.0, 0.0, 0.0], [0.1, 0.0, 0.0], [0.1, 0.0, 0.0], [0.0, 0.0, -0.2], [0.0, 0.0, 0.0], [0.0, 0.0, 0.0], [0.0, 0.0, 0.0], [0.0, 0.0, 0.0]], "max_force_ha_per_bohr": 0.0134, "spin_multiplicity": 2, "e_homo_ev": [-6.1, -6.7], "total_charge": 0}